No. 1
{
  "formula": "C13H12N4PrTe4",
  "method": "ωB97M-V/def2-TZVPD",
  "homo_lumo_gap_ev": [5.5, 5.6],
  "multiplicity": 3,
  "total_charge": -1,
  "symbols": ["Pr", "Te", "Te", "Te", "Te", "N", "N", "N", "N", "C", "C", "C", "C", "C", "C", "C", "C", "C", "C", "C", "C", "C", "H", "H", "H", "H", "H", "H", "H", "H", "H", "H", "H", "H"],
  "coordinates": [[-0.702, 0.875, -1.434], [-0.405, -1.206, -3.865], [-2.777, 0.152, -3.983], [-1.571, 2.891, -3.754], [-3.108, 2.987, -1.524], [1.507, 1.483, -1.963], [4.414, 1.860, 0.669], [5.553, 2.286, -3.813], [0.232, 0.580, 1.227], [4.840, 1.913, -2.958], [-3.059, -3.217, 0.002], [-2.550, -2.102, -0.711], [4.320, 1.825, -0.499], [3.987, 1.726, -1.893], [-1.558, -1.307, -0.151], [2.650, 1.533, -2.139], [1.577, 1.101, 1.595], [0.199, -0.879, 1.610], [-1.018, -1.689, 1.060], [-2.622, -3.457, 1.262], [-1.535, -2.739, 1.794], [-0.845, 1.442, 1.848], [-1.683, 1.641, 1.077], [-0.390, 2.445, 1.955], [2.352, 0.603, 1.056], [1.034, -1.339, 1.111], [-3.131, -1.818, -1.601], [-1.421, 1.123, 2.706], [-1.166, -2.878, 2.801], [-3.773, -3.838, -0.409], [0.325, -0.946, 2.749], [1.636, 0.873, 2.672], [-3.043, -4.118, 2.017], [1.730, 2.194, 1.483]]
}


No. 2
{
  "formula": "C59H76F6N3O35PbS2",
  "method": "ωB97M-V/def2-TZVPD",
  "homo_lumo_gap_ev": 6.4,
  "total_charge": -1,
  "symbols": ["Pb", "S", "S", "F", "F", "F", "F", "F", "F", "O", "O", "O", "O", "O", "O", "O", "O", "O", "O", "O", "O", "O", "O", "O", "O", "O", "O", "O", "O", "O", "O", "O", "O", "O", "O", "O", "O", "O", "O", "O", "O", "O", "O", "O", "N", "N", "N", "C", "C", "C", "C", "C", "C", "C", "C", "C", "C", "C", "C", "C", "C", "C", "C", "C", "C", "C", "C", "C", "C", "C", "C", "C", "C", "C", "C", "C", "C", "C", "C", "C", "C", "C", "C", "C", "C", "C", "C", "C", "C", "C", "C", "C", "C", "C", "C", "C", "C", "C", "C", "C", "C", "C", "C", "C", "C", "C", "H", "H", "H", "H", "H", "H", "H", "H", "H", "H", "H", "H", "H", "H", "H", "H", "H", "H", "H", "H", "H", "H", "H", "H", "H", "H", "H", "H", "H", "H", "H", "H", "H", "H", "H", "H", "H", "H", "H", "H", "H", "H", "H", "H", "H", "H", "H", "H", "H", "H", "H", "H", "H", "H", "H", "H", "H", "H", "H", "H", "H", "H", "H", "H", "H", "H", "H", "H", "H", "H", "H", "H", "H", "H", "H", "H"],
  "coordinates": [[-1.719, -1.045, 1.674], [1.132, 0.547, 2.002], [1.843, -0.920, -0.102], [2.116, 2.608, 0.634], [0.647, 3.106, 2.150], [1.344, -2.732, -1.962], [0.563, -0.802, -2.474], [-0.445, -1.996, -0.996], [0.053, 2.171, 0.268], [-2.354, 0.285, -0.425], [1.798, 4.641, 6.091], [-1.561, -0.482, -6.886], [6.040, -3.047, 2.017], [-1.073, 1.300, 9.277], [0.201, 0.472, 3.097], [2.543, 0.163, -0.723], [-2.674, 4.265, -10.665], [7.402, 2.721, 0.256], [-0.930, -2.552, 3.665], [1.195, 4.232, -3.545], [2.873, 3.360, 4.612], [-2.423, 1.284, 2.154], [-6.641, 0.205, 4.457], [-4.192, -0.744, -2.379], [2.998, 4.606, -4.810], [2.518, 0.439, 2.348], [2.121, 5.344, 3.974], [-2.670, 5.547, 0.334], [5.254, 2.585, -0.343], [4.310, -3.149, 3.384], [-0.207, -9.363, 2.066], [-0.810, -3.972, 0.971], [2.834, -0.725, 5.718], [-2.642, -4.145, -6.395], [4.548, -4.730, 1.824], [2.441, 2.516, -4.216], [4.241, -1.299, 7.370], [2.593, -2.023, 0.400], [-1.748, 2.848, 4.070], [2.227, -0.433, 7.829], [-3.487, 4.497, -2.084], [2.575, -0.542, -5.582], [6.781, 3.069, -1.879], [4.797, -3.576, -1.562], [-3.699, -1.736, 3.357], [-0.785, 1.916, -8.635], [0.621, -0.475, 0.846], [2.236, 4.490, 5.000], [-0.674, -5.314, 1.254], [3.227, -0.814, 7.002], [-2.964, 2.335, -1.303], [5.525, 3.267, -2.555], [-2.018, 3.853, -9.491], [4.525, 2.635, -1.562], [1.599, -0.032, 5.614], [-4.003, -2.408, -5.621], [-1.391, 1.813, 8.037], [3.876, -0.722, -3.627], [-3.169, -2.357, 4.595], [2.292, 3.846, -4.243], [-0.381, -8.019, 1.816], [-5.705, -0.816, 4.512], [-3.820, -1.637, -3.342], [-3.143, 3.759, -1.180], [6.222, -1.973, 2.944], [-2.104, 0.815, -6.815], [1.479, 1.930, -3.324], [4.295, -2.834, -2.598], [-1.081, 3.375, 6.244], [-2.798, 4.353, 0.211], [3.376, 3.488, 3.283], [4.941, -3.738, 2.343], [-2.470, -3.496, -4.076], [-6.262, 1.347, 5.214], [4.393, -1.457, -2.572], [0.762, -1.652, -1.465], [-0.710, -0.750, -5.776], [0.707, 3.145, -2.789], [-2.713, 3.452, 1.342], [3.712, -3.483, -3.691], [-1.580, -7.562, 1.283], [-2.027, 0.953, 7.163], [-1.719, -6.202, 1.024], [1.144, 0.133, 7.095], [-2.184, 1.264, 5.817], [-2.907, -2.647, -3.063], [2.724, 4.789, 2.800], [6.578, 2.758, -0.586], [-1.200, 1.960, -7.234], [4.873, -1.853, 3.661], [-2.661, 1.527, -0.242], [3.110, -2.725, -4.688], [-1.653, 2.461, 5.358], [-1.795, 2.336, -9.581], [-0.933, 3.047, 7.593], [0.549, -5.812, 1.652], [-4.509, -0.525, 3.577], [0.981, 2.243, 1.217], [3.227, -1.354, -4.679], [-1.968, -3.259, 4.332], [0.372, -2.936, 4.075], [-3.480, 5.398, -10.445], [-4.390, -1.550, -4.607], [0.698, -7.169, 1.946], [-2.591, 2.107, 1.142], [-3.038, -3.363, -5.335], [-2.657, 3.946, 2.301], [2.538, -3.217, -5.466], [4.220, -1.069, 3.284], [-0.287, 1.948, -6.629], [1.927, 1.357, -2.516], [-1.194, -0.612, -4.805], [-1.391, 2.226, -10.590], [1.974, 4.683, 2.015], [-2.600, 1.089, -5.867], [6.983, -2.255, 3.681], [-2.912, -1.559, 5.291], [-2.889, 1.942, -2.312], [4.652, -0.971, -1.640], [3.572, -4.556, -3.691], [4.110, 1.696, -1.916], [1.691, -7.487, 2.229], [-4.917, -0.171, 2.636], [-0.356, 2.900, -2.855], [-1.884, -4.697, -6.189], [3.873, 0.354, -3.519], [-1.026, 4.294, -9.342], [0.190, -0.126, -5.832], [3.448, 5.497, 2.396], [3.712, 3.347, -1.411], [-7.001, 2.129, 5.062], [3.084, 0.246, -5.794], [-1.731, -3.783, 0.763], [-1.664, -3.635, 5.314], [0.522, -2.796, 5.148], [-2.325, -0.057, 7.427], [3.193, 2.633, 2.640], [1.015, 1.206, 7.210], [-0.584, 1.949, 9.791], [-2.533, 0.557, 5.077], [5.300, 4.321, -2.688], [-1.740, -4.286, -3.953], [-2.228, -4.115, 3.696], [-2.473, -8.171, 1.209], [5.006, -1.808, 4.737], [-5.317, 1.764, 4.851], [-6.194, 1.046, 6.262], [-2.637, 4.052, -8.607], [5.583, 2.719, -3.489], [-5.164, -0.812, -4.783], [-3.915, 0.195, 4.131], [-2.878, 6.271, -10.186], [-0.311, -1.755, -5.917], [0.874, 3.255, -1.720], [0.909, 1.197, -3.895], [0.607, -3.969, 3.808], [-3.443, -0.418, -1.846], [4.453, 3.654, 3.350], [-4.207, 5.178, -9.654], [1.098, -2.301, 3.571], [-2.665, -2.854, -2.028], [-4.078, 5.569, -11.339], [6.633, -1.104, 2.439], [-1.712, 2.884, -6.961], [1.724, 0.949, 5.167], [-1.060, -9.736, 2.306], [-0.596, 4.261, 5.862], [-2.215, 2.185, 3.520], [-4.288, -2.405, 2.867], [4.963, -4.490, -1.801], [0.216, -0.400, 7.263], [1.450, -5.224, 1.775], [-4.452, -2.324, -6.599], [-2.749, 1.805, -9.468], [0.865, -0.638, 5.114], [-2.997, 0.737, -7.453], [-5.382, -1.056, 5.534], [-0.455, 0.969, -8.777], [-6.167, -1.750, 4.164], [-3.953, -3.026, 4.971], [-2.645, -5.809, 0.608], [-0.439, 3.774, 8.227]]
}


No. 3
{
  "formula": "C4H11N2O",
  "method": "ωB97M-V/def2-TZVPD",
  "homo_lumo_gap_ev": [5.6, 7.9],
  "e_above_lowest_ev": 1.3161,
  "multiplicity": 3,
  "total_charge": 1,
  "symbols": ["O", "N", "N", "C", "C", "C", "C", "H", "H", "H", "H", "H", "H", "H", "H", "H", "H", "H"],
  "coordinates": [[-0.806, 1.474, -1.732], [1.525, -1.087, -0.532], [0.294, -2.817, 0.850], [-0.357, -1.482, 0.782], [-0.783, 2.736, 0.328], [-0.177, 1.878, -0.725], [0.380, -0.599, -0.151], [-0.121, -3.357, 1.603], [2.156, -0.437, -1.129], [0.851, 1.637, -0.647], [-1.082, 3.711, -0.039], [-1.435, -1.564, 0.551], [1.895, -2.001, -0.148], [-0.412, -1.042, 1.737], [-0.224, 1.171, -2.473], [-0.149, 2.777, 1.168], [0.159, -3.201, -0.070], [-1.713, 2.201, 0.627]]
}